1.
Molecular formula: C17H47BGaNO9P3S
Method: DFT, ωB97M-V/def2-TZVPD

Each line ends with the Mulliken charge.
Element x y z (Å)
C: -3.541 -4.809 -2.085  -1.280
C: -3.084 -3.354 -2.468  0.221
C: -1.948 -3.308 -3.533  -1.409
C: -0.501 -3.298 -2.943  0.445
C: -0.169 -4.761 -2.466  -1.301
Ga: -0.182 -1.825 -1.544  -0.573
P: 0.737 -2.567 0.505  0.234
S: 2.052 -4.043 0.392  -0.531
B: 1.149 -0.396 -2.322  0.497
N: 2.530 -0.620 -2.687  -0.573
O: 0.622 0.929 -2.527  -0.552
H: -4.635 -4.850 -2.163  0.347
H: -3.223 -4.979 -1.049  0.228
H: -3.105 -5.561 -2.750  0.382
H: -2.863 -2.772 -1.571  -0.108
H: -3.966 -2.885 -2.939  0.363
H: -2.066 -2.372 -4.099  0.364
H: -2.096 -4.196 -4.173  0.525
H: 0.167 -3.078 -3.792  0.471
H: -0.166 -4.904 -1.383  0.250
H: -0.958 -5.427 -2.858  0.371
H: 0.759 -5.083 -2.953  0.254
H: -1.584 -1.094 -1.223  -0.236
H: 1.445 -1.448 1.049  -0.042
H: -0.287 -2.807 1.477  -0.034
H: 3.060 0.191 -2.373  0.138
H: 2.909 -1.470 -2.289  0.276
H: 0.315 1.299 -1.693  0.262
O: 5.742 2.162 -2.030  -0.794
P: 5.933 3.634 -1.830  1.178
O: 7.092 3.656 -0.658  -0.287
C: 8.424 3.294 -1.020  -0.378
C: 9.111 4.383 -1.826  -0.950
O: 4.578 3.933 -0.955  -0.343
C: 3.453 3.048 -0.975  -0.294
C: 3.491 2.134 0.233  -1.078
O: 6.091 5.246 -2.168  -0.376
C: 5.507 6.296 -1.396  -0.183
C: 5.991 6.382 0.034  -0.913
H: 8.416 2.349 -1.571  0.309
H: 8.967 3.128 -0.089  0.304
H: 8.638 4.505 -2.804  0.275
H: 10.162 4.138 -1.986  0.402
H: 9.044 5.343 -1.314  0.191
H: 3.399 2.488 -1.906  0.276
H: 2.554 3.668 -0.929  0.294
H: 4.447 1.618 0.321  0.277
H: 2.696 1.387 0.174  0.310
H: 3.360 2.712 1.150  0.358
H: 4.420 6.242 -1.445  0.245
H: 5.784 7.220 -1.910  0.352
H: 5.664 5.529 0.627  0.233
H: 5.595 7.285 0.505  0.397
H: 7.080 6.414 0.077  0.192
O: -4.660 -2.468 1.330  -0.742
P: -5.443 -1.448 2.097  1.191
O: -4.250 -0.503 2.715  -0.320
C: -3.550 0.374 1.824  -0.272
C: -4.399 1.570 1.430  -1.014
O: -5.825 -2.383 3.399  -0.371
C: -5.784 -3.807 3.337  -0.342
C: -4.481 -4.325 3.912  -1.105
O: -6.648 -0.383 2.492  -0.396
C: -7.218 -0.251 3.794  -0.203
C: -6.253 0.192 4.871  -0.914
H: -3.219 -0.176 0.939  0.297
H: -2.659 0.717 2.351  0.286
H: -5.253 1.262 0.822  0.256
H: -3.811 2.285 0.853  0.425
H: -4.798 2.071 2.314  0.208
H: -5.943 -4.162 2.320  0.351
H: -6.620 -4.178 3.938  0.313
H: -3.620 -3.844 3.447  0.268
H: -4.397 -5.404 3.768  0.375
H: -4.426 -4.109 4.981  0.307
H: -7.736 -1.168 4.075  0.233
H: -7.994 0.513 3.692  0.353
H: -5.505 -0.570 5.085  0.240
H: -6.797 0.393 5.796  0.397
H: -5.723 1.097 4.572  0.194

- Molar mass: 615.1 g mol⁻¹
- Strongest force on any atom: 0.1442 hartree/bohr
- Orbital gap: 5.27 eV
- HOMO level: -4.063 eV
- LUMO: 1.2060 eV
- Total charge: -1
- Total energy: -4779.85170 Eh

***

2.
Molecular formula: C17H47ClN21O17S
Method: DFT, ωB97M-V/def2-TZVPD

Each line ends with the Mulliken charge.
Element x y z (Å)
C: 3.492 2.124 0.169  -1.800
C: 2.066 1.738 0.610  0.413
Cl: 2.149 0.157 1.455  -0.225
C: 1.215 1.632 -0.670  -1.946
C: -0.270 1.880 -0.481  1.028
O: -1.026 2.445 -1.571  -0.054
C: -0.535 2.197 -2.729  0.402
N: 0.102 2.371 -3.688  -0.600
O: -0.818 0.548 -0.338  -0.472
S: -2.298 0.630 0.285  1.333
O: -3.359 0.778 -0.643  -0.655
O: -2.529 -0.520 1.105  -0.772
O: -2.084 1.974 1.069  -0.253
C: -0.797 2.623 0.747  -0.340
C: -1.181 4.113 0.408  0.508
O: -0.353 4.783 -0.243  -0.765
O: -2.244 4.496 0.814  -0.686
H: 4.074 2.409 1.040  0.390
H: 3.362 3.029 -0.431  0.560
H: 3.949 1.353 -0.424  0.350
H: 1.743 2.541 1.261  0.582
H: 1.312 0.603 -1.007  0.569
H: 1.688 2.267 -1.411  0.519
H: -0.260 2.467 1.673  0.827
C: 6.125 -0.872 0.371  0.639
O: 5.434 0.137 0.363  -0.549
N: 7.095 -1.093 1.307  -0.376
N: 5.973 -1.851 -0.567  -0.341
H: 7.673 -1.910 1.326  0.141
H: 7.229 -0.386 2.005  0.237
H: 5.259 -1.702 -1.269  0.143
H: 6.522 -2.688 -0.591  0.172
C: 8.914 2.181 -0.633  0.607
O: 9.616 1.237 -0.289  -0.694
N: 7.557 2.158 -0.550  -0.208
N: 9.449 3.342 -1.128  -0.350
H: 6.970 2.923 -0.826  0.154
H: 7.128 1.322 -0.190  0.071
H: 10.446 3.392 -1.199  0.206
H: 8.898 4.131 -1.417  0.166
C: -4.493 0.983 3.946  0.612
O: -3.374 1.459 3.948  -0.613
N: -5.467 1.395 4.832  -0.393
N: -4.894 0.008 3.083  -0.164
H: -6.395 1.017 4.848  0.137
H: -5.217 2.113 5.483  0.214
H: -4.216 -0.319 2.406  0.178
H: -5.817 -0.383 3.090  0.144
C: 5.460 -0.481 -3.847  0.390
O: 4.815 -0.394 -2.812  -0.460
N: 6.643 -1.162 -3.920  -0.330
N: 5.052 0.092 -5.013  -0.416
H: 7.184 -1.247 -4.759  0.154
H: 6.977 -1.594 -3.078  0.210
H: 4.187 0.600 -4.995  0.227
H: 5.564 0.029 -5.871  0.145
C: 8.549 7.358 -0.483  0.658
O: 7.712 6.944 -1.265  -0.623
N: 8.229 7.858 0.748  -0.389
N: 9.889 7.354 -0.773  -0.388
H: 8.904 8.200 1.403  0.160
H: 7.257 7.876 0.995  0.223
H: 10.159 6.995 -1.668  0.214
H: 10.597 7.686 -0.148  0.158
C: 3.385 -3.410 -5.804  0.644
O: 4.417 -3.470 -6.454  -0.658
N: 2.177 -3.813 -6.307  -0.383
N: 3.349 -2.935 -4.526  -0.270
H: 1.318 -3.771 -5.793  0.167
H: 2.167 -4.166 -7.244  0.220
H: 4.218 -2.630 -4.129  0.163
H: 2.515 -2.873 -3.975  0.170
C: -4.048 5.487 -3.902  0.575
O: -4.729 6.503 -3.909  -0.679
N: -3.072 5.251 -2.989  -0.259
N: -4.220 4.490 -4.833  -0.340
H: -2.510 4.422 -2.975  0.168
H: -2.911 5.950 -2.286  0.157
H: -4.932 4.627 -5.523  0.193
H: -3.678 3.648 -4.850  0.169
C: -8.274 -1.758 5.642  0.676
O: -7.490 -1.822 4.708  -0.804
N: -7.908 -1.297 6.874  -0.407
N: -9.571 -2.148 5.511  -0.399
H: -8.534 -1.236 7.653  0.150
H: -6.954 -1.005 6.989  0.251
H: -9.852 -2.496 4.608  0.256
H: -10.241 -2.110 6.253  0.152
C: -7.793 -4.815 2.926  0.602
O: -8.831 -4.218 2.662  -0.662
N: -7.588 -6.116 2.540  -0.310
N: -6.773 -4.246 3.620  -0.298
H: -6.752 -6.633 2.739  0.126
H: -8.321 -6.563 2.024  0.152
H: -6.895 -3.278 3.918  0.337
H: -5.924 -4.727 3.847  0.146
C: -8.356 -9.837 1.601  0.636
O: -7.224 -9.399 1.509  -0.614
N: -9.251 -9.368 2.526  -0.376
N: -8.828 -10.832 0.788  -0.398
H: -10.187 -9.711 2.618  0.159
H: -8.938 -8.637 3.139  0.239
H: -8.197 -11.196 0.100  0.216
H: -9.755 -11.205 0.846  0.156

- Molar mass: 885.2 g mol⁻¹
- Strongest force on any atom: 0.0494 hartree/bohr
- Orbital gap: 6.83 eV
- HOMO level: -5.231 eV
- LUMO: 1.5949 eV
- Total charge: -1
- Total energy: -3963.76360 Eh
- ΔE to the lowest compared entry with this formula, charge and spin: 0.000 eV

***

3.
Molecular formula: C17H48N4O5
Method: DFT, ωB97M-V/def2-TZVPD

Each line ends with the Mulliken charge.
Element x y z (Å)
C: 4.000 1.162 1.459  -1.445
C: 4.632 1.476 0.057  0.752
C: 4.929 3.024 -0.006  -0.768
O: 3.786 3.805 0.063  -0.280
C: 3.287 4.550 -0.952  -0.723
N: 5.954 0.847 0.082  -0.752
H: 3.053 1.630 1.692  0.374
H: 4.713 1.402 2.186  0.454
H: 3.786 0.080 1.559  0.177
H: 3.955 1.087 -0.718  0.222
H: 5.579 3.297 -0.901  0.328
H: 5.524 3.245 0.875  0.285
H: 3.893 5.444 -1.177  0.316
H: 2.370 4.916 -0.540  0.243
H: 3.065 3.973 -1.873  0.321
H: 6.359 0.800 -0.866  0.311
H: 5.758 -0.168 0.313  0.219
C: 5.202 -3.126 -1.174  -1.568
C: 4.446 -3.007 0.160  1.415
C: 3.893 -4.351 0.603  -0.950
O: 3.041 -4.811 -0.390  -0.246
C: 2.213 -5.855 0.015  -0.840
N: 5.371 -2.542 1.234  -0.554
H: 5.728 -2.202 -1.411  0.386
H: 4.570 -3.399 -1.973  0.375
H: 5.977 -3.893 -1.214  0.375
H: 3.586 -2.295 0.067  -0.491
H: 3.308 -4.192 1.534  0.352
H: 4.722 -4.983 0.879  0.370
H: 2.896 -6.774 0.217  0.279
H: 1.595 -6.044 -0.895  0.262
H: 1.626 -5.654 0.920  0.353
H: 6.205 -3.146 1.308  0.251
H: 4.916 -2.415 2.119  0.248
C: -6.674 2.961 0.879  -1.149
C: -7.873 2.325 0.118  0.401
C: -7.483 0.881 -0.239  -0.648
O: -6.389 0.808 -1.066  -0.299
C: -6.447 -0.420 -1.811  -0.763
N: -9.080 2.404 0.887  -0.652
H: -6.689 2.678 1.962  0.281
H: -6.690 3.992 0.843  0.396
H: -5.758 2.589 0.452  0.203
H: -7.984 2.810 -0.872  0.255
H: -8.396 0.397 -0.651  0.387
H: -7.207 0.401 0.718  0.232
H: -5.510 -0.471 -2.431  0.242
H: -7.309 -0.569 -2.468  0.332
H: -6.383 -1.213 -0.971  0.306
H: -9.012 2.046 1.838  0.237
H: -9.896 1.983 0.485  0.249
C: -3.478 0.239 1.291  -1.376
C: -2.128 0.036 0.577  0.362
C: -1.679 1.309 -0.067  -0.683
O: -0.424 1.170 -0.591  -0.158
C: 0.325 2.411 -0.847  -0.656
N: -1.242 -0.523 1.582  -0.484
H: -3.282 0.980 2.030  0.539
H: -3.908 -0.733 1.632  0.313
H: -4.175 0.690 0.596  0.016
H: -2.293 -0.636 -0.256  0.249
H: -1.658 2.129 0.666  0.332
H: -2.434 1.511 -0.836  0.263
H: 1.370 2.292 -0.407  0.061
H: -0.151 3.212 -0.356  0.460
H: 0.471 2.533 -1.895  0.259
H: -1.402 -0.015 2.473  0.269
H: -0.242 -0.665 1.397  0.209
C: 0.972 -1.611 -1.252  -0.062
O: 1.726 -2.637 -2.028  -0.549
H: 0.957 -0.768 -1.966  0.165
H: -0.031 -1.902 -1.002  0.264
H: 1.447 -1.262 -0.316  -0.026
H: 2.108 -3.241 -1.345  0.172

- Molar mass: 388.6 g mol⁻¹
- Strongest force on any atom: 0.0634 hartree/bohr
- Orbital gap: 9.67 eV
- HOMO level: -8.929 eV
- LUMO: 0.7456 eV
- Total energy: -1271.57286 Eh
- ΔE to the lowest compared entry with this formula, charge and spin: 2.079 eV